[1]
22
Properties=species:S:1:pos:R:3:lowdin_charge:R:1 method="wB97M-V/def2-TZVPD" gap_ev="10.8 / 7.2" homo_energy_ev="-10.54 / -10.53" s2=0.755 spin_multiplicity=2 total_charge=0 max_force_ha_per_bohr=0.0420 lumo_energy_ev="0.27 / -3.31"
C 2.242 -0.092 0.726 -0.078
N 1.016 0.204 -0.043 -0.120
C 1.092 1.341 -0.988 -0.336
O 1.184 0.947 -2.257 0.054
H 2.488 -1.148 0.727 0.084
H 2.061 0.278 1.727 0.080
H 3.147 0.378 0.319 0.085
H 0.690 -0.626 -0.533 0.118
H 1.951 1.944 -0.676 0.156
H 0.187 1.931 -0.743 0.141
H -1.827 0.487 -1.977 0.067
H -0.440 0.359 -2.598 -0.009
O -1.295 -0.104 -2.552 -0.054
H -1.381 1.536 1.305 0.045
H -0.019 0.775 1.132 -0.021
O -0.721 1.034 1.785 -0.082
H -1.611 -0.532 2.044 0.005
H -0.818 -1.902 2.065 0.034
O -1.682 -1.501 2.163 -0.072
H -1.578 -1.625 -1.174 0.000
H -2.294 -1.789 0.252 -0.015
O -2.390 -1.896 -0.702 -0.083

---

[2]
20
Properties=species:S:1:pos:R:3:lowdin_charge:R:1 method="wB97M-V/def2-TZVPD" gap_ev=11.6 homo_energy_ev=-11.16 smiles=CC.O.O.O.O total_charge=0 max_force_ha_per_bohr=0.0279 lumo_energy_ev=0.41
C -3.351 2.318 -2.106 -0.171
C -2.434 1.394 -2.935 -0.159
H -3.801 1.792 -1.269 0.057
H -4.125 2.766 -2.718 0.055
H -2.769 3.135 -1.674 0.058
H -2.086 1.936 -3.809 0.058
H -1.614 1.086 -2.308 0.045
H -3.026 0.553 -3.288 0.060
O 2.726 0.432 2.270 -0.040
H 3.485 0.293 1.690 0.064
H 3.077 0.714 3.120 0.062
O 3.937 -2.828 0.851 -0.073
H 3.358 -3.168 1.548 0.011
H 3.421 -2.936 0.047 0.032
O -0.833 -0.805 0.871 -0.066
H -0.128 -0.666 1.523 0.009
H -0.488 -0.315 0.112 0.029
O 1.662 -2.160 2.477 -0.075
H 2.062 -1.271 2.509 -0.006
H 0.928 -2.270 3.091 0.050

---

[3]
21
Properties=species:S:1:pos:R:3:lowdin_charge:R:1 method="wB97M-V/def2-TZVPD" gap_ev="2.4 / 8.7" homo_energy_ev="0.65 / -5.67" s2=0.751 spin_multiplicity=2 total_charge=-1 max_force_ha_per_bohr=0.0525 lumo_energy_ev="3.10 / 3.07"
C -0.186 -0.611 2.178 -0.519
S -0.107 1.002 3.069 0.588
C 1.704 1.289 3.215 -0.516
H -0.279 -0.499 1.094 -0.018
H -1.038 -1.090 2.703 0.008
H 0.720 -1.172 2.329 0.002
H 2.247 0.677 2.452 0.022
H 1.725 2.353 3.067 -0.018
H 2.137 0.830 4.201 0.050
H 1.299 1.847 -2.999 0.009
H 0.014 2.493 -2.109 0.012
O 0.342 1.993 -2.926 -0.181
H -1.416 0.048 -3.260 0.027
H -2.490 -0.913 -3.564 -0.011
O -1.535 -0.911 -3.554 -0.178
H -0.137 2.254 0.278 -0.013
H -1.469 1.658 -0.314 -0.015
O -0.710 2.254 -0.503 -0.163
H -0.045 -3.953 -1.268 0.028
H -0.433 -4.701 -2.533 0.040
O -0.342 -4.848 -1.556 -0.154

---

[4]
21
Properties=species:S:1:pos:R:3:lowdin_charge:R:1 method="wB97M-V/def2-TZVPD" gap_ev=10.0 homo_energy_ev=-9.54 smiles=CCS.O.O.O.O total_charge=0 max_force_ha_per_bohr=0.0922 lumo_energy_ev=0.50
C 0.732 1.979 -0.357 -0.194
C 1.193 0.829 0.535 -0.564
S 2.666 -0.121 -0.134 0.677
H 1.453 2.822 -0.452 0.066
H 0.549 1.661 -1.440 0.079
H -0.281 2.424 -0.002 0.085
H 0.470 0.008 0.604 0.035
H 1.491 1.236 1.565 0.091
H 3.526 0.864 -0.605 -0.113
O -2.151 1.364 1.584 -0.070
H -2.831 2.051 1.564 0.039
H -2.609 0.545 1.857 0.046
O 0.877 -1.373 -2.496 -0.085
H 1.672 -1.176 -1.958 -0.059
H 1.064 -0.895 -3.287 0.023
O -1.642 -1.648 -0.888 -0.026
H -1.557 -1.500 -1.767 -0.038
H -0.689 -1.513 -0.706 0.025
O -1.511 -2.457 2.498 -0.103
H -0.686 -2.966 2.321 0.045
H -1.735 -2.133 1.566 0.040

---

[5]
22
Properties=species:S:1:pos:R:3:lowdin_charge:R:1 method="wB97M-V/def2-TZVPD" gap_ev=9.3 homo_energy_ev=-9.05 smiles=CCSS.O.O.O.O total_charge=0 max_force_ha_per_bohr=0.0278 lumo_energy_ev=0.28
C 1.737 -0.026 1.353 -0.180
C 0.734 -1.004 1.936 -0.630
S 0.258 -2.322 0.794 0.389
S -1.046 -1.438 -0.449 0.279
H 1.502 0.394 0.383 0.060
H 2.752 -0.434 1.325 0.065
H 1.806 0.844 2.008 0.071
H -0.151 -0.402 2.187 0.063
H 1.147 -1.617 2.775 0.075
H -0.432 -1.080 -1.598 -0.184
O 0.225 2.843 -1.768 -0.070
H -0.609 2.528 -1.418 -0.001
H 0.083 3.459 -2.483 0.020
O -2.512 3.564 -1.888 -0.055
H -3.063 4.110 -2.465 0.050
H -3.144 3.143 -1.293 0.005
O -4.282 2.037 0.285 -0.054
H -4.594 1.123 0.251 0.048
H -3.845 2.052 1.150 0.052
O 5.861 -1.485 0.096 -0.065
H 5.099 -2.045 0.286 0.027
H 6.579 -1.998 0.492 0.035

---

[6]
21
Properties=species:S:1:pos:R:3:lowdin_charge:R:1 method="wB97M-V/def2-TZVPD" gap_ev=10.6 homo_energy_ev=-10.59 smiles=CCO.O.O.O.O total_charge=0 max_force_ha_per_bohr=0.0255 lumo_energy_ev=-0.02
C 1.505 -0.748 -0.435 -0.088
C 0.153 -0.126 -0.681 -0.324
O -0.463 0.333 0.494 -0.094
H 2.214 -0.020 -0.034 0.084
H 1.892 -1.096 -1.391 0.065
H 1.412 -1.515 0.340 0.082
H -0.438 -0.875 -1.219 0.117
H 0.392 0.689 -1.376 0.114
H -0.860 1.207 0.363 0.048
O -1.895 3.106 2.384 -0.069
H -1.849 2.931 1.426 -0.022
H -1.166 2.606 2.766 0.034
O -1.673 -1.676 1.896 -0.085
H -1.177 -2.305 1.367 0.015
H -1.323 -0.795 1.627 0.007
O -1.630 2.796 -0.391 -0.035
H -1.199 3.359 -1.046 0.083
H -2.572 2.842 -0.605 0.088
O 3.171 -3.365 -2.014 -0.060
H 2.345 -3.036 -1.645 0.000
H 3.162 -4.310 -1.827 0.038

---

[7]
21
Properties=species:S:1:pos:R:3:lowdin_charge:R:1 method="wB97M-V/def2-TZVPD" gap_ev=10.6 homo_energy_ev=-10.19 smiles=CCO.O.O.O.O total_charge=0 max_force_ha_per_bohr=0.0333 lumo_energy_ev=0.42
C 1.936 -0.777 -3.200 -0.093
C 0.534 -0.542 -2.671 -0.306
O -0.006 0.757 -2.993 -0.104
H 2.657 -0.096 -2.716 0.072
H 2.259 -1.782 -2.950 0.076
H 2.035 -0.361 -4.209 0.078
H 0.586 -0.586 -1.577 0.091
H -0.217 -1.225 -3.062 0.113
H 0.685 1.408 -2.795 0.077
O -2.344 -2.744 2.685 -0.051
H -1.675 -2.057 2.672 0.024
H -2.170 -3.505 2.150 0.020
O -1.454 2.872 3.616 -0.056
H -1.109 2.572 4.456 0.034
H -2.320 3.232 3.914 0.062
O 1.016 -0.995 1.150 -0.068
H 1.430 -1.037 2.005 0.021
H 0.852 -0.045 1.042 -0.001
O -0.635 1.395 0.984 -0.057
H -0.781 1.581 0.043 0.048
H -1.280 1.937 1.455 0.021

---

[8]
21
Properties=species:S:1:pos:R:3:lowdin_charge:R:1 method="wB97M-V/def2-TZVPD" gap_ev=8.3 homo_energy_ev=-8.55 total_charge=0 max_force_ha_per_bohr=0.0490 lumo_energy_ev=-0.21
C -2.045 -1.632 2.299 -0.080
C -0.530 -1.775 2.332 -0.336
O 0.079 -1.116 1.259 -0.417
Si 1.536 1.258 -3.432 0.349
Si 0.034 2.758 -0.098 0.369
Si 0.344 -1.568 -0.276 0.548
Si 1.308 1.132 -1.137 0.198
H -2.482 -2.130 3.161 0.075
H -2.318 -0.581 2.319 0.074
H -2.444 -2.079 1.390 0.066
H -0.256 -2.837 2.335 0.110
H -0.133 -1.319 3.248 0.117
H 2.862 1.694 -3.883 -0.129
H 0.595 2.213 -4.029 -0.128
H 1.292 -0.027 -4.097 -0.131
H 0.798 3.753 0.667 -0.125
H -0.752 3.547 -1.062 -0.125
H -0.936 2.188 0.840 -0.132
H 1.260 -2.714 -0.310 -0.080
H -0.888 -1.953 -0.971 -0.083
H 2.676 1.189 -0.554 -0.142

---

[9]
22
Properties=species:S:1:pos:R:3:lowdin_charge:R:1 method="wB97M-V/def2-TZVPD" gap_ev="3.0 / 11.2" homo_energy_ev="-2.41 / -10.71" s2=0.750 spin_multiplicity=2 total_charge=0 max_force_ha_per_bohr=0.1001 lumo_energy_ev="0.58 / 0.49"
C 0.092 -3.386 -0.141 -0.274
N 0.732 -3.384 1.217 -0.015
C -0.988 -2.210 -0.050 -0.340
N -0.501 -1.121 0.817 0.091
H -0.456 -4.154 -0.729 0.105
H 0.857 -2.871 -0.851 0.119
H 0.310 -4.057 1.745 0.018
H 1.641 -3.829 1.148 0.071
H -1.864 -2.831 0.464 0.100
H -1.483 -1.988 -1.055 0.104
H -1.278 -0.600 1.215 0.009
H -0.059 -1.488 1.593 0.035
H 0.100 -0.472 0.318 0.074
H 0.655 3.223 -2.871 0.004
H -0.071 4.157 -2.011 0.049
O 0.298 3.262 -2.019 -0.064
H -0.054 6.475 1.043 0.016
H -1.309 5.942 0.569 0.040
O -0.504 5.639 1.022 -0.071
H 0.532 1.546 -0.703 -0.005
H 2.165 1.216 -0.383 0.085
O 1.185 0.932 -0.337 -0.151

---

[10]
22
Properties=species:S:1:pos:R:3:lowdin_charge:R:1 method="wB97M-V/def2-TZVPD" gap_ev=10.5 homo_energy_ev=-13.40 total_charge=+1 max_force_ha_per_bohr=0.0476 lumo_energy_ev=-2.93
N 0.269 -1.760 0.044 0.154
C -0.696 -0.596 0.242 -0.172
C -1.081 -0.303 1.676 -0.241
N -1.637 1.060 1.607 -0.001
H 1.100 -1.449 0.628 0.117
H -0.085 -2.626 0.448 0.164
H 0.547 -1.881 -0.927 0.143
H -0.184 0.284 -0.224 0.083
H -1.519 -0.904 -0.423 0.142
H -1.895 -0.935 2.038 0.122
H -0.216 -0.361 2.368 0.127
H -2.345 1.283 2.298 0.084
H -0.869 1.690 1.814 0.081
H 0.701 0.854 -2.273 0.003
H 1.310 0.098 -3.509 0.060
O 1.225 0.085 -2.545 -0.061
H 2.648 0.486 0.182 0.074
H 2.889 -0.994 -0.258 0.068
O 2.504 -0.431 0.416 -0.026
H -1.622 1.958 -1.012 0.069
H -0.340 2.662 -1.359 0.076
O -0.703 1.781 -1.232 -0.066